# 1
Formula: C4H7NO2
Source: the OMol25 dataset
Level of theory: the ωB97M-V functional and the def2-TZVPD basis

The spin multiplicity is 1. As for the energy above the lowest of the compared OMol25 structures with the same formula, charge and spin: 4.135 eV. For the strongest force on any atom, the calculation gives 2.22 eV Å⁻¹. Its HOMO-LUMO gap is 10.524 eV. As for the LUMO energy: 0.87 eV.

```
14
C4H7NO2, DFT the ωB97M-V functional and the def2-TZVPD basis
O 1.786 1.748 -0.847
N 1.704 0.365 -0.783
C 0.630 0.005 -0.229
C 0.037 -1.389 -0.118
C -1.282 -0.607 -0.168
C -0.642 0.670 0.371
O -0.635 0.895 1.753
H 2.712 1.889 -1.070
H 0.324 -1.850 0.832
H 0.151 -2.118 -0.926
H -2.203 -1.016 0.282
H -1.162 -0.256 -1.226
H -1.044 1.584 -0.075
H -0.376 0.079 2.203
```



# 2
Formula: C5H10O2
Source: the OMol25 dataset
Level of theory: the ωB97M-V functional and the def2-TZVPD basis

The spin multiplicity is 1. As for the energy above the lowest of the compared OMol25 structures with the same formula, charge and spin: 2.517 eV. As for the SMILES: CO[C@H]1CO[C@H]1C. For the strongest force on any atom, the calculation gives 0.36 eV Å⁻¹. Its HOMO-LUMO gap is 10.643 eV. As for the LUMO energy: 1.02 eV.

```
17
C5H10O2, DFT the ωB97M-V functional and the def2-TZVPD basis
C 2.078 1.053 -0.349
O 0.675 0.947 -0.382
C 0.249 -0.379 -0.477
C 0.368 -1.255 0.781
O -1.033 -1.552 0.745
C -1.270 -0.587 -0.301
C -2.081 0.597 0.192
H 2.505 0.537 0.524
H 2.535 0.633 -1.259
H 2.321 2.116 -0.284
H 0.659 -0.854 -1.381
H 0.643 -0.679 1.676
H 0.986 -2.158 0.718
H -1.761 -1.066 -1.158
H -2.548 1.131 -0.643
H -2.870 0.221 0.852
H -1.454 1.298 0.748
```



# 3
Formula: C20H29BrClN5O4W
Source: the OMol25 dataset
Level of theory: the ωB97M-V functional and the def2-TZVPD basis

Its charge is +2. The spin multiplicity is 1. As for the energy above the lowest of the compared OMol25 structures with the same formula, charge and spin: 0.426 eV. For the strongest force on any atom, the calculation gives 0.89 eV Å⁻¹. Its HOMO-LUMO gap is 6.382 eV. As for the LUMO energy: -8.39 eV.

```
61
C20H29BrClN5O4W, DFT the ωB97M-V functional and the def2-TZVPD basis
W -0.534 -0.683 1.377
Cl -1.077 -5.277 -0.381
C -2.243 -3.974 -0.180
C -1.595 -2.721 0.295
O -1.999 -1.564 -0.012
O -0.589 -2.724 1.088
H -2.982 -4.255 0.575
H -2.759 -3.780 -1.117
C 0.482 2.717 0.068
N -0.609 2.345 -0.821
C -0.404 2.613 -2.244
C -1.704 1.719 -0.378
N -1.665 0.912 0.712
N -2.869 1.942 -0.995
C -4.038 1.081 -0.817
C -3.154 3.221 -1.655
H 0.935 3.628 -0.320
H 1.254 1.948 0.122
H 0.100 2.920 1.064
H 0.609 2.303 -2.504
H -0.510 3.672 -2.480
H -1.108 2.037 -2.839
H -2.600 0.783 1.090
H -3.735 0.054 -0.650
H -4.630 1.125 -1.729
H -4.662 1.433 0.009
H -2.387 3.950 -1.414
H -4.107 3.588 -1.276
H -3.227 3.103 -2.736
Br 1.523 -1.477 2.433
C -0.206 0.692 2.952
C 0.890 1.542 3.090
C 0.916 2.450 4.143
C -0.113 2.511 5.077
C -1.193 1.652 4.968
C -1.209 0.759 3.904
C -2.307 -0.181 3.661
O -3.408 -0.278 4.042
O -1.842 -1.090 2.589
H 1.733 1.494 2.413
H 1.774 3.099 4.259
H -0.055 3.207 5.902
H -1.996 1.660 5.692
N 0.705 -0.340 -0.282
C 1.607 -0.669 -0.960
N 2.557 -1.035 -1.715
C 3.940 -1.241 -1.169
C 4.272 -2.722 -1.203
C 4.060 -3.307 -2.598
C 2.635 -3.063 -3.088
C 2.307 -1.581 -3.088
H 3.969 -0.817 -0.166
H 4.593 -0.655 -1.818
H 3.646 -3.245 -0.474
H 5.307 -2.843 -0.882
H 4.269 -4.375 -2.585
H 4.772 -2.858 -3.297
H 1.920 -3.589 -2.448
H 2.497 -3.441 -4.102
H 1.275 -1.359 -3.355
H 2.968 -1.015 -3.746
```



What did the second record say?
Formula: C5H10O2
Source: the OMol25 dataset
Level of theory: the ωB97M-V functional and the def2-TZVPD basis

The spin multiplicity is 1. As for the energy above the lowest of the compared OMol25 structures with the same formula, charge and spin: 2.517 eV. As for the SMILES: CO[C@H]1CO[C@H]1C. For the strongest force on any atom, the calculation gives 0.36 eV Å⁻¹. Its HOMO-LUMO gap is 10.643 eV. As for the LUMO energy: 1.02 eV.

```
17
C5H10O2, DFT the ωB97M-V functional and the def2-TZVPD basis
C 2.078 1.053 -0.349
O 0.675 0.947 -0.382
C 0.249 -0.379 -0.477
C 0.368 -1.255 0.781
O -1.033 -1.552 0.745
C -1.270 -0.587 -0.301
C -2.081 0.597 0.192
H 2.505 0.537 0.524
H 2.535 0.633 -1.259
H 2.321 2.116 -0.284
H 0.659 -0.854 -1.381
H 0.643 -0.679 1.676
H 0.986 -2.158 0.718
H -1.761 -1.066 -1.158
H -2.548 1.131 -0.643
H -2.870 0.221 0.852
H -1.454 1.298 0.748
```



- Among the records above, which one has the highest energy above the lowest of the compared OMol25 structures with the same formula, charge and spin?
  C4H7NO2